*one*
{"formula": "C5H13NO3", "method": "wB97M-V/def2-TZVPD", "orbital_gap_ev": 9.6351, "lumo_energy_ev": 0.53, "multiplicity": 1, "elements": ["O", "O", "O", "N", "C", "C", "C", "C", "C", "H", "H", "H", "H", "H", "H", "H", "H", "H", "H", "H", "H", "H"], "coordinates": [[-2.58, -0.18, 0.27], [1.78, -0.85, 1.09], [0.06, -2.99, -0.78], [-0.87, 0.70, 1.09], [-1.54, 0.27, -0.03], [-0.89, -0.03, -1.42], [1.54, 0.33, 1.74], [-0.25, 1.26, -2.05], [0.54, 1.31, 1.16], [-1.58, -0.64, -2.04], [-0.26, -0.81, -1.28], [-1.24, 0.58, 2.02], [0.73, 1.71, 0.11], [1.26, -1.57, 1.50], [-0.37, 1.17, -3.12], [-0.68, -3.35, -0.89], [0.74, 1.49, -1.89], [-1.07, 1.92, -1.87], [2.46, 0.85, 1.96], [0.61, -3.43, -0.25], [1.18, 0.12, 2.75], [0.44, 2.14, 1.91]], "mulliken_charge": [-0.6306, -0.4754, -0.4899, -0.2031, 0.4769, -0.3467, -0.5720, -1.4679, -0.3176, 0.3461, 0.3265, 0.2617, 0.0592, 0.2962, 0.3760, 0.2285, 0.5178, 0.3936, 0.3593, 0.2458, 0.3109, 0.3046]}



*two*
{"formula": "C5H13NO3", "method": "wB97M-V/def2-TZVPD", "orbital_gap_ev": 9.7393, "lumo_energy_ev": 0.93, "multiplicity": 1, "elements": ["O", "O", "O", "N", "C", "C", "C", "C", "C", "H", "H", "H", "H", "H", "H", "H", "H", "H", "H", "H", "H", "H"], "coordinates": [[-0.89, 0.34, -2.09], [-1.13, -1.29, -0.45], [-0.90, 0.94, 0.16], [0.74, 0.23, 1.99], [-1.48, -0.89, -1.75], [1.49, -0.65, 1.10], [-1.50, -0.29, 0.46], [-1.26, 1.32, -1.15], [2.58, 0.04, 0.27], [1.38, 0.70, 2.64], [3.09, -0.69, -0.38], [-2.59, -0.82, -1.84], [-1.16, -0.60, 1.47], [0.76, -1.14, 0.42], [0.29, 0.98, 1.45], [-0.74, 2.26, -1.40], [-1.14, -1.66, -2.47], [-2.60, -0.19, 0.50], [3.32, 0.51, 0.93], [2.13, 0.81, -0.37], [1.95, -1.44, 1.72], [-2.35, 1.51, -1.21]], "mulliken_charge": [-0.4080, -0.4093, -0.4679, -0.6104, -0.1953, -0.0200, -0.4918, -0.2139, -1.1145, 0.2871, 0.3204, 0.3614, 0.4249, 0.0923, 0.2517, 0.2589, 0.2385, 0.3793, 0.3237, 0.2399, 0.4108, 0.3421]}



Stability summary - winner: *two*; margin: 26.8 kcal/mol.



*one*
{"formula": "CH4N2O2", "method": "wB97M-V/def2-TZVPD", "orbital_gap_ev": [8.4882, 8.4876], "lumo_energy_ev": [-0.45, -0.45], "multiplicity": 1, "elements": ["O", "O", "N", "N", "C", "H", "H", "H", "H"], "coordinates": [[-1.46, 1.06, 0.31], [2.20, 0.29, 0.14], [-0.12, -1.28, 0.03], [-0.05, 0.02, -0.14], [1.10, 0.77, 0.03], [0.72, 1.72, 0.09], [-2.12, 0.96, -0.43], [0.60, -1.82, 0.43], [-0.89, -1.72, -0.48]], "mulliken_charge": [-0.5334, -0.5366, -0.3220, 0.1130, 0.0915, 0.4105, 0.3188, 0.2254, 0.2328]}



*two*
{"formula": "CH4N2O2", "method": "wB97M-V/def2-TZVPD", "orbital_gap_ev": 10.7282, "lumo_energy_ev": 0.75, "multiplicity": 1, "elements": ["O", "O", "N", "N", "C", "H", "H", "H", "H"], "coordinates": [[2.90, 1.23, -0.31], [-0.29, -0.17, -0.29], [2.75, -0.94, 0.61], [-0.35, 1.27, 0.10], [2.74, 0.14, 0.07], [0.69, 1.53, 0.17], [-1.11, -0.20, -0.77], [-0.77, 1.42, 1.07], [2.04, -1.36, 1.09]], "mulliken_charge": [-0.4221, -0.4075, -0.5017, -0.4238, 0.6298, 0.2397, 0.3339, 0.2535, 0.2983]}



*three*
{"formula": "CH4N2O2", "method": "wB97M-V/def2-TZVPD", "orbital_gap_ev": 9.7533, "lumo_energy_ev": 0.58, "multiplicity": 1, "elements": ["O", "O", "N", "N", "C", "H", "H", "H", "H"], "coordinates": [[-2.19, -0.22, 0.22], [-0.51, 1.29, -0.56], [-1.02, -0.73, 0.31], [-0.12, 0.22, 0.02], [1.31, -0.21, 0.12], [-2.19, 0.55, -0.52], [1.45, -0.53, 1.15], [1.95, 0.74, -0.14], [1.32, -1.11, -0.60]], "mulliken_charge": [-0.3444, -0.7385, -0.3003, 0.7979, -0.5667, 0.3784, 0.2516, 0.2878, 0.2342]}



*four*
{"formula": "CH4N2O2", "method": "wB97M-V/def2-TZVPD", "orbital_gap_ev": 10.4916, "lumo_energy_ev": 0.98, "multiplicity": 1, "elements": ["O", "O", "N", "N", "C", "H", "H", "H", "H"], "coordinates": [[-1.17, -1.71, 0.01], [-2.66, 0.49, 0.03], [-1.29, 0.53, -0.08], [-0.74, -0.61, -0.07], [0.73, -0.40, 0.05], [-2.95, 1.24, 0.47], [1.12, -0.74, 0.92], [1.36, -0.99, -0.78], [1.04, 0.71, 0.15]], "mulliken_charge": [-0.6535, -0.3630, -0.4655, 0.9585, -0.6918, 0.3519, 0.3254, 0.2445, 0.2937]}



Stability summary - winner: *two*; margin: 50.4 kcal/mol.



*one*
{"formula": "CH4N2O2", "method": "wB97M-V/def2-TZVPD", "orbital_gap_ev": 10.4143, "lumo_energy_ev": 0.98, "multiplicity": 1, "elements": ["O", "O", "N", "N", "C", "H", "H", "H", "H"], "coordinates": [[1.64, 1.82, 1.14], [-0.52, 0.64, 1.90], [-0.02, 0.41, 0.80], [1.02, 0.91, 0.30], [-0.67, -0.54, -0.10], [-1.69, -0.20, -0.29], [-0.71, -1.51, 0.40], [2.42, 2.12, 0.64], [-0.10, -0.61, -1.02]], "mulliken_charge": [-0.3454, -0.6437, 0.9621, -0.5262, -0.6852, 0.2719, 0.2721, 0.3857, 0.3088]}



*two*
{"formula": "CH4N2O2", "method": "wB97M-V/def2-TZVPD", "orbital_gap_ev": [8.8238, 8.5362], "lumo_energy_ev": [-0.40, -0.53], "multiplicity": 1, "elements": ["O", "O", "N", "N", "C", "H", "H", "H", "H"], "coordinates": [[2.74, -0.77, 1.80], [1.11, -1.77, -0.38], [1.53, -0.44, 1.59], [0.68, -0.82, 0.67], [-0.61, -0.23, 0.57], [-1.18, -0.32, 1.52], [-0.48, 0.89, 0.39], [0.92, 0.06, 2.32], [-1.07, -0.72, -0.33]], "mulliken_charge": [-0.4916, -0.5405, 0.1391, 0.4576, -0.7311, 0.2866, 0.2932, 0.2823, 0.3043]}



*three*
{"formula": "CH4N2O2", "method": "wB97M-V/def2-TZVPD", "orbital_gap_ev": 9.4348, "lumo_energy_ev": 0.71, "multiplicity": 1, "elements": ["O", "O", "N", "N", "C", "H", "H", "H", "H"], "coordinates": [[1.42, 0.55, -1.46], [-0.49, -0.23, 2.27], [0.09, 0.24, -1.22], [0.21, 0.05, 1.23], [-0.28, -0.16, 0.03], [1.54, 1.33, -0.88], [0.10, -0.65, -1.84], [-1.24, -0.57, -0.06], [-1.34, -0.56, 1.92]], "mulliken_charge": [-0.3793, -0.2549, -0.2394, -0.2547, -0.0134, 0.3233, 0.2979, 0.2140, 0.3065]}



Stability summary - winner: *one*; margin: 18.5 kcal/mol.



*one*
{"formula": "C27H37N5O4Re", "method": "wB97M-V/def2-TZVPD", "orbital_gap_ev": [5.5631, 5.8840], "lumo_energy_ev": [-14.63, -14.28], "charge": 4, "multiplicity": 2, "elements": ["Re", "O", "O", "O", "O", "N", "N", "N", "N", "N", "C", "C", "C", "C", "C", "C", "C", "C", "C", "C", "C", "C", "C", "C", "C", "C", "C", "C", "C", "C", "C", "C", "C", "C", "C", "C", "C", "H", "H", "H", "H", "H", "H", "H", "H", "H", "H", "H", "H", "H", "H", "H", "H", "H", "H", "H", "H", "H", "H", "H", "H", "H", "H", "H", "H", "H", "H", "H", "H", "H", "H", "H", "H", "H"], "coordinates": [[-0.53, 0.63, 0.04], [-2.18, -0.69, 0.16], [0.07, -1.64, 0.99], [2.64, -0.23, 0.66], [0.18, -0.61, -1.45], [1.40, -2.28, -2.32], [-0.53, 1.35, 2.06], [-0.82, 1.83, -1.73], [-3.49, -2.29, 1.06], [0.91, 2.06, 0.10], [-4.69, -1.80, 0.37], [-2.87, 0.89, 2.69], [0.31, 2.49, -2.11], [-1.43, 1.09, 3.03], [0.73, 1.80, 2.41], [1.47, 2.37, 1.28], [1.16, 1.81, 3.71], [1.26, 2.72, -1.02], [0.27, 1.41, 4.71], [1.39, -1.60, -3.63], [2.49, 3.30, 1.37], [-1.08, -2.26, 1.57], [0.79, -1.74, -1.31], [5.00, -0.95, 0.51], [-1.77, 2.23, -3.87], [2.93, 3.91, 0.20], [-3.72, -3.43, 1.94], [0.79, -2.42, 0.04], [-1.87, 1.72, -2.57], [2.29, 3.64, -1.01], [0.45, 2.99, -3.39], [3.87, -0.13, -0.08], [-2.33, -1.72, 0.89], [-1.03, 1.10, 4.37], [-3.13, 1.07, -2.11], [-0.60, 2.83, -4.29], [2.13, -3.55, -2.27], [-3.29, 0.00, 3.17], [1.58, -4.32, -2.81], [1.67, -2.31, -4.40], [-3.15, 0.02, -2.40], [-5.38, -1.34, 1.08], [-4.53, -3.18, 2.64], [-3.25, 1.15, -1.04], [2.16, 2.15, 3.95], [-1.02, -3.34, 1.51], [0.40, -1.21, -3.85], [-3.05, 0.87, 1.62], [2.10, -0.77, -3.63], [-4.43, -1.08, -0.40], [-1.77, 0.89, 5.13], [3.65, -0.45, -1.11], [-3.99, 1.55, -2.60], [-4.06, -4.29, 1.37], [-1.09, -1.97, 2.63], [5.85, -0.96, -0.17], [4.69, -1.98, 0.70], [0.36, -3.42, -0.04], [1.82, -2.50, 0.37], [2.90, 3.59, 2.33], [3.09, -3.43, -2.76], [-3.42, 1.74, 3.10], [-2.84, -3.70, 2.52], [-2.62, 2.15, -4.53], [-5.21, -2.64, -0.09], [3.72, 4.66, 0.24], [4.17, 0.92, -0.14], [0.59, 1.39, 5.75], [5.34, -0.53, 1.46], [2.85, -0.56, 1.54], [2.29, -3.89, -1.25], [2.56, 4.18, -1.90], [-0.51, 3.20, -5.30], [1.36, 3.50, -3.67]], "mulliken_charge": [1.3415, -0.5058, -0.2836, -0.1393, -0.4971, -0.0012, 0.0117, -0.0199, 0.1590, 0.4056, -0.9260, -1.1299, 0.9157, 0.7548, 0.4895, 1.0237, -0.7204, 0.4946, -0.7186, -0.8839, -0.8332, -1.9514, 0.8830, -1.4157, -0.9208, -1.0859, -0.9863, -1.3942, 0.9728, -0.8017, -0.8179, 0.1402, 1.1427, -0.8055, -1.3230, -0.7027, -1.0583, 0.3833, 0.3927, 0.4617, 0.2332, 0.3562, 0.3702, 0.0992, 0.5435, 0.6950, 0.2929, -0.0466, 0.2865, 0.2085, 0.5574, 0.0872, 0.6818, 0.3538, 0.5553, 0.4350, 0.3444, 0.8316, 0.3828, 0.4973, 0.4237, 0.5212, 0.4315, 0.5416, 0.4006, 0.5277, 0.1254, 0.5451, 0.3850, 0.2532, 0.4553, 0.4966, 0.5474, 0.5304]}



*two*
{"formula": "C27H37N5O4Re", "method": "wB97M-V/def2-TZVPD", "orbital_gap_ev": [7.4558, 6.7185], "lumo_energy_ev": [-12.62, -13.35], "charge": 4, "multiplicity": 2, "elements": ["Re", "O", "O", "O", "O", "N", "N", "N", "N", "N", "C", "C", "C", "C", "C", "C", "C", "C", "C", "C", "C", "C", "C", "C", "C", "C", "C", "C", "C", "C", "C", "C", "C", "C", "C", "C", "C", "H", "H", "H", "H", "H", "H", "H", "H", "H", "H", "H", "H", "H", "H", "H", "H", "H", "H", "H", "H", "H", "H", "H", "H", "H", "H", "H", "H", "H", "H", "H", "H", "H", "H", "H", "H", "H"], "coordinates": [[-0.02, -0.02, -0.30], [1.76, -0.03, 0.74], [-0.10, 1.51, 1.52], [1.12, 0.21, -2.11], [-0.91, -0.82, 1.29], [-1.82, -0.28, -1.25], [3.28, 0.53, 2.32], [0.03, -2.00, -1.00], [-2.18, -0.85, 3.17], [-0.55, 1.90, -1.04], [2.51, -2.37, -0.86], [-0.29, 4.25, -1.33], [-1.49, -0.21, 2.28], [-2.42, 3.27, -1.68], [-3.90, 0.62, -1.95], [-2.31, -2.32, 3.15], [2.09, 0.20, -4.36], [-1.43, -3.88, -1.38], [1.10, 1.63, 2.31], [-2.88, -0.17, 4.28], [2.12, 0.65, 1.77], [-3.56, -1.76, -1.88], [-2.60, 0.79, -1.52], [-2.27, -1.53, -1.45], [1.71, 2.93, -0.72], [0.90, -4.22, -1.08], [1.10, -2.84, -0.97], [-1.29, 1.29, 2.27], [0.24, 3.00, -1.03], [-4.38, -0.67, -2.12], [3.71, 1.33, 3.49], [-1.21, -2.54, -1.24], [-0.35, -4.75, -1.27], [0.99, -0.36, -3.50], [4.31, -0.40, 1.82], [-1.87, 2.05, -1.39], [-1.62, 4.41, -1.64], [3.91, -0.98, 1.00], [2.28, 3.23, -1.61], [2.64, -1.30, -0.95], [-2.42, -4.26, -1.58], [-0.01, -0.09, -3.85], [2.93, -2.71, 0.09], [1.59, 1.04, -2.22], [4.62, 1.86, 3.23], [-2.17, -2.68, 4.17], [-3.47, 3.35, -1.96], [-3.07, 0.88, 4.04], [-3.84, -0.67, 4.41], [2.06, 1.97, -0.38], [-2.12, 1.78, 1.74], [0.88, 1.41, 3.36], [-2.03, 5.38, -1.87], [-2.30, -0.26, 5.19], [2.01, 1.28, -4.45], [1.45, 2.66, 2.24], [1.96, 3.67, 0.04], [-1.22, 1.72, 3.26], [-3.92, -2.77, -2.05], [-1.57, -2.76, 2.49], [-5.40, -0.83, -2.46], [1.99, -0.21, -5.36], [-4.53, 1.47, -2.19], [2.96, 2.04, 3.80], [-3.32, -2.58, 2.82], [3.10, -2.86, -1.64], [3.92, 0.65, 4.32], [4.60, -1.05, 2.64], [3.07, -0.08, -3.98], [1.77, -4.86, -1.03], [0.38, 5.11, -1.32], [1.06, -1.44, -3.38], [5.17, 0.17, 1.49], [-0.49, -5.82, -1.36]], "mulliken_charge": [1.3424, -0.8318, -0.3950, -0.3352, -0.7813, 0.7573, 0.0801, 0.8351, 0.0246, 0.7015, -1.6301, -1.0053, 1.2383, -0.7934, -0.8870, -0.9805, -1.3931, -0.7019, -1.7273, -1.0160, 1.0432, -0.7387, 0.2410, 0.5726, -2.2021, -0.9560, 0.8057, -1.5075, 1.5500, -1.2264, -0.9850, 0.6134, -0.9876, -0.0898, -0.8462, 0.6082, -1.0021, 0.1033, 0.5536, 0.1694, 0.5787, 0.2582, 0.4795, 0.2524, 0.3599, 0.4047, 0.5845, 0.4524, 0.3810, 0.1851, 0.3989, 0.8546, 0.5316, 0.3556, 0.4221, 0.5379, 0.5057, 0.7823, 0.5977, 0.3267, 0.5311, 0.4633, 0.6238, 0.4281, 0.3517, 0.6207, 0.3631, 0.3718, 0.3678, 0.6309, 0.6350, 0.2637, 0.3602, 0.5192]}



Stability summary - winner: *two*; margin: 48.2 kcal/mol.



*one*
{"formula": "H14O6S", "method": "wB97M-V/def2-TZVPD", "orbital_gap_ev": 10.1879, "lumo_energy_ev": 0.30, "multiplicity": 1, "elements": ["S", "O", "O", "O", "O", "O", "O", "H", "H", "H", "H", "H", "H", "H", "H", "H", "H", "H", "H", "H", "H"], "coordinates": [[-1.70, 3.01, 0.84], [-1.12, -0.46, 1.07], [-0.44, -2.24, -1.39], [-1.12, 0.47, -1.78], [1.43, -1.11, 2.14], [2.36, -2.24, -0.32], [1.76, 0.31, -1.25], [-0.39, 3.26, 0.73], [-1.80, 2.51, -0.41], [1.63, -0.63, 2.95], [2.42, -1.98, 0.61], [2.69, -3.15, -0.30], [-0.76, -0.41, -1.97], [-0.88, -0.42, 0.13], [-0.32, 0.99, -1.96], [1.43, -0.61, -1.21], [-0.78, -2.65, -0.58], [-1.60, 0.37, 1.17], [0.38, -2.73, -1.51], [2.28, 0.22, -0.44], [0.52, -0.87, 1.90]], "mulliken_charge": [-0.3871, -0.6479, -0.6401, -0.6450, -0.6403, -0.6420, -0.6209, 0.1745, 0.1740, 0.2877, 0.3144, 0.2886, 0.2340, 0.4744, 0.3664, 0.3600, 0.3148, 0.2326, 0.3019, 0.3071, 0.3929]}



*two*
{"formula": "H14O6S", "method": "wB97M-V/def2-TZVPD", "orbital_gap_ev": 10.1291, "lumo_energy_ev": 0.02, "multiplicity": 1, "elements": ["S", "O", "O", "O", "O", "O", "O", "H", "H", "H", "H", "H", "H", "H", "H", "H", "H", "H", "H", "H", "H"], "coordinates": [[-4.30, 1.86, -0.76], [-0.10, -2.21, 3.01], [2.24, -0.41, 1.72], [0.31, 0.99, -2.25], [2.06, -1.05, -1.03], [-0.82, -0.77, -0.64], [0.07, 1.20, 0.80], [3.00, -0.02, 2.15], [-0.15, 0.52, 0.08], [2.45, -1.86, -1.53], [-3.55, 2.09, -1.87], [0.39, 1.12, 1.66], [2.26, -0.21, 0.79], [0.54, -1.69, 3.67], [-4.03, 0.52, -0.86], [1.14, 1.42, -2.08], [-0.45, -0.02, -1.30], [-0.29, 1.78, -2.21], [-1.71, -0.52, -0.40], [-0.17, -1.65, 2.17], [1.11, -1.10, -1.11]], "mulliken_charge": [-0.2542, -0.6590, -0.5624, -0.6307, -0.6524, -0.7269, -0.6612, 0.2882, 0.2871, 0.3118, 0.1264, 0.2816, 0.3305, 0.3192, 0.1167, 0.3427, 0.3835, 0.3469, 0.2793, 0.3234, 0.4096]}



Stability summary - winner: *one*; margin: 46.1 kcal/mol.